The following is a DFT calculation (ωB97M-V/def2-TZVPD) of C2H3NOS in the gas phase in a non-equilibrium geometry.

```
8
Properties=species:S:1:pos:R:3:forces:R:3:lowdin_charge:R:1
C -1.176 0.329 -0.231 0.681 0.444 -0.883 -0.34
C 0.222 0.175 -0.253 1.160 4.223 -0.390 -0.71
N -2.315 0.372 -0.249 -1.993 -0.032 0.359 0.18
O 0.679 -0.316 -1.436 -2.178 2.377 -0.777 0.00
S 0.394 -0.888 1.348 1.244 -4.828 1.907 0.83
H 0.714 1.170 0.171 -0.637 -1.706 -1.349 0.15
H 1.298 -0.987 -1.452 2.221 -2.363 0.790 0.05
H 0.185 0.145 2.102 -0.497 1.885 0.342 -0.15
```
Forces are in eV/Å.

Results
**Energy**: -605.9688 Ha
**2S+1**: 3
**LUMO (spin up / spin down)**: 0.36 / -3.48 eV
**Expectation value of S²**: 2.007
**Orbital gap (spin up / spin down)**: 5.951 / 7.386 eV
**Energy relative to the best compared isomer or geometry (same formula, charge and spin)**: 3.831 eV
**HOMO level (spin up / spin down)**: -5.59 / -10.87 eV


The following is a DFT calculation (ωB97M-V/def2-TZVPD) of a molecular structure, C4H16F2NNiO7 in a non-equilibrium geometry.

```
31
Properties=species:S:1:pos:R:3:forces:R:3:lowdin_charge:R:1
Ni -3.796 1.020 -2.655 1.992 -4.425 3.655 0.91
N -1.076 0.828 -1.200 -0.021 -2.968 2.428 -0.55
O -1.796 1.348 -2.090 -0.609 2.123 -1.386 -0.14
O -1.211 -0.365 -0.950 0.033 0.433 -0.570 0.03
O -0.255 1.475 -0.510 -0.215 1.193 -1.100 -0.05
F -4.296 0.569 -0.753 -0.175 1.401 -2.281 -0.54
F -3.418 -0.932 -2.995 -0.918 2.434 -0.728 -0.55
C 2.768 0.880 -2.918 -0.414 -1.067 -0.947 -0.14
O 3.382 -0.357 -2.525 0.207 0.478 0.099 -0.13
H 2.114 1.225 -2.122 0.358 0.226 0.126 0.07
H 3.500 1.589 -3.311 0.058 0.323 0.606 0.07
H 2.129 0.645 -3.776 -0.299 0.237 0.060 0.07
H 3.819 -0.678 -3.318 0.046 -0.214 0.121 0.06
C -1.946 0.032 2.576 -0.688 0.827 -0.341 -0.17
O -3.132 -0.474 1.971 0.635 -0.769 -0.010 -0.12
H -1.097 -0.097 1.907 -0.233 -0.329 -0.223 0.05
H -2.077 1.114 2.660 0.326 0.093 0.399 0.08
H -1.708 -0.410 3.547 -0.112 -0.074 0.083 0.07
H -3.914 -0.223 2.465 0.136 0.223 0.106 0.06
C 1.978 1.626 2.052 0.236 -0.874 0.193 -0.20
O 1.240 2.752 1.727 -0.226 1.211 0.365 -0.12
H 2.831 1.476 1.381 -0.096 -0.179 -0.126 0.07
H 2.392 1.722 3.060 -0.048 0.420 -0.011 0.07
H 1.367 0.719 2.106 0.015 -0.063 -0.375 0.07
H 0.716 2.654 0.925 0.005 -0.609 -0.136 0.04
C 0.354 -2.739 0.647 -0.008 0.416 0.257 -0.17
O -0.463 -3.488 -0.234 0.238 -0.190 -0.374 -0.11
H 1.272 -3.247 0.956 -0.221 -0.373 0.193 0.07
H 0.713 -1.806 0.207 -0.417 0.004 -0.338 0.06
H -0.283 -2.482 1.495 0.366 0.070 0.265 0.07
H -0.106 -4.373 -0.323 0.048 0.021 -0.010 0.06
```
Forces are in eV/Å.

Results
**Charge**: -1
**Energy**: -2451.2903 Ha
**2S+1**: 3
**LUMO (spin up / spin down)**: 1.64 / 1.70 eV
**Expectation value of S²**: 2.005
**Orbital gap (spin up / spin down)**: 7.290 / 7.336 eV
**Energy relative to the best compared isomer or geometry (same formula, charge and spin)**: 0.000 eV
**HOMO level (spin up / spin down)**: -5.64 / -5.63 eV


The following is a DFT calculation (ωB97M-V/def2-TZVPD) of C3H7N3S in the gas phase in a non-equilibrium geometry.

```
14
Properties=species:S:1:pos:R:3:forces:R:3:lowdin_charge:R:1
C -3.363 -0.628 0.167 -0.301 0.525 0.104 -0.07
N -2.888 0.555 0.217 0.405 -0.896 0.169 -0.04
N -1.620 0.730 -0.310 -0.630 0.036 -0.295 -0.05
C -0.562 -0.172 -0.106 -1.748 1.291 0.691 -0.32
N 0.600 0.265 -0.224 0.942 0.263 -0.634 -0.34
S 1.972 -0.697 -0.068 0.289 0.466 0.485 0.78
C 3.136 0.666 0.292 -0.664 -0.260 -0.802 -0.40
H -4.298 -0.802 0.698 0.090 0.042 -0.315 0.06
H -2.915 -1.434 -0.408 0.103 -0.115 0.176 0.07
H -1.433 1.718 -0.387 0.554 -0.207 0.046 0.13
H -0.950 -1.085 0.319 0.449 -0.719 -0.164 0.10
H 2.917 1.179 1.230 0.074 -0.244 -0.111 0.03
H 3.127 1.367 -0.553 -0.128 -0.138 0.319 0.03
H 4.091 0.171 0.285 0.563 -0.043 0.330 0.01
```
Forces are in eV/Å.

Results
**Energy**: -680.8826 Ha
**LUMO**: 0.89 eV
**Orbital gap**: 8.732 eV
**Energy relative to the best compared isomer or geometry (same formula, charge and spin)**: 2.712 eV
**HOMO level**: -7.84 eV
**SMILES**: C=NN/C=N/SC


Question: Which value of energy does entry 1 give?
Answer: -605.9688 Ha


Question: What is the energy in the first record?
Answer: -605.9688 Ha


Please write out number 2 again, unchanged.
The following is a DFT calculation (ωB97M-V/def2-TZVPD) of a molecular structure, C4H16F2NNiO7 in a non-equilibrium geometry.

```
31
Properties=species:S:1:pos:R:3:forces:R:3:lowdin_charge:R:1
Ni -3.796 1.020 -2.655 1.992 -4.425 3.655 0.91
N -1.076 0.828 -1.200 -0.021 -2.968 2.428 -0.55
O -1.796 1.348 -2.090 -0.609 2.123 -1.386 -0.14
O -1.211 -0.365 -0.950 0.033 0.433 -0.570 0.03
O -0.255 1.475 -0.510 -0.215 1.193 -1.100 -0.05
F -4.296 0.569 -0.753 -0.175 1.401 -2.281 -0.54
F -3.418 -0.932 -2.995 -0.918 2.434 -0.728 -0.55
C 2.768 0.880 -2.918 -0.414 -1.067 -0.947 -0.14
O 3.382 -0.357 -2.525 0.207 0.478 0.099 -0.13
H 2.114 1.225 -2.122 0.358 0.226 0.126 0.07
H 3.500 1.589 -3.311 0.058 0.323 0.606 0.07
H 2.129 0.645 -3.776 -0.299 0.237 0.060 0.07
H 3.819 -0.678 -3.318 0.046 -0.214 0.121 0.06
C -1.946 0.032 2.576 -0.688 0.827 -0.341 -0.17
O -3.132 -0.474 1.971 0.635 -0.769 -0.010 -0.12
H -1.097 -0.097 1.907 -0.233 -0.329 -0.223 0.05
H -2.077 1.114 2.660 0.326 0.093 0.399 0.08
H -1.708 -0.410 3.547 -0.112 -0.074 0.083 0.07
H -3.914 -0.223 2.465 0.136 0.223 0.106 0.06
C 1.978 1.626 2.052 0.236 -0.874 0.193 -0.20
O 1.240 2.752 1.727 -0.226 1.211 0.365 -0.12
H 2.831 1.476 1.381 -0.096 -0.179 -0.126 0.07
H 2.392 1.722 3.060 -0.048 0.420 -0.011 0.07
H 1.367 0.719 2.106 0.015 -0.063 -0.375 0.07
H 0.716 2.654 0.925 0.005 -0.609 -0.136 0.04
C 0.354 -2.739 0.647 -0.008 0.416 0.257 -0.17
O -0.463 -3.488 -0.234 0.238 -0.190 -0.374 -0.11
H 1.272 -3.247 0.956 -0.221 -0.373 0.193 0.07
H 0.713 -1.806 0.207 -0.417 0.004 -0.338 0.06
H -0.283 -2.482 1.495 0.366 0.070 0.265 0.07
H -0.106 -4.373 -0.323 0.048 0.021 -0.010 0.06
```
Forces are in eV/Å.

Results
**Charge**: -1
**Energy**: -2451.2903 Ha
**2S+1**: 3
**LUMO (spin up / spin down)**: 1.64 / 1.70 eV
**Expectation value of S²**: 2.005
**Orbital gap (spin up / spin down)**: 7.290 / 7.336 eV
**Energy relative to the best compared isomer or geometry (same formula, charge and spin)**: 0.000 eV
**HOMO level (spin up / spin down)**: -5.64 / -5.63 eV